{
  "formula": "C20H31O2Zr",
  "method": "the ωB97M-V functional and the def2-TZVPD basis",
  "fmax_ha_per_bohr": 0.0440,
  "total_charge": 1,
  "orbital_gap_ha": 0.3083,
  "lumo_energy_ev": -3.736,
  "molar_mass_g_mol": 394.69,
  "symbols": ["O", "C", "C", "H", "H", "C", "H", "H", "C", "H", "H", "H", "C", "H", "H", "H", "Zr", "C", "C", "C", "H", "C", "C", "H", "H", "H", "H", "C", "C", "C", "H", "C", "C", "H", "H", "H", "H", "O", "C", "C", "H", "H", "C", "H", "H", "C", "H", "H", "H", "H", "C", "H", "H", "H"],
  "coordinates": [[4.243, 4.197, -0.446], [4.930, 4.514, -1.708], [6.026, 5.369, -1.064], [4.332, 5.086, -2.434], [5.375, 3.589, -2.126], [5.260, 4.979, 0.209], [6.061, 6.433, -1.350], [7.016, 4.894, -1.176], [4.758, 6.208, 0.916], [4.146, 6.863, 0.288], [5.632, 6.809, 1.179], [4.272, 5.932, 1.852], [6.191, 4.122, 1.002], [6.511, 3.277, 0.381], [5.700, 3.771, 1.909], [7.064, 4.741, 1.242], [0.975, 0.733, 0.197], [0.483, -1.561, 0.723], [0.409, -1.532, -0.699], [1.727, -1.326, -1.210], [-0.479, -1.731, -1.284], [2.627, -1.261, -0.096], [1.853, -1.358, 1.103], [2.260, -1.362, 2.110], [-0.324, -1.819, 1.390], [2.029, -1.324, -2.255], [3.706, -1.103, -0.152], [-0.771, 0.890, 1.738], [0.464, 0.987, 2.471], [1.083, 2.246, 2.135], [0.838, 0.285, 3.205], [0.231, 2.915, 1.195], [-0.923, 2.095, 0.982], [-1.780, 2.359, 0.378], [-1.463, 0.061, 1.755], [1.962, 2.668, 2.618], [0.403, 3.907, 0.789], [2.652, 3.018, -1.721], [3.337, 1.876, -1.105], [4.253, 1.322, -2.193], [2.722, 0.944, -0.822], [3.877, 2.180, -0.201], [3.685, 1.877, -3.523], [4.274, 0.230, -2.132], [5.279, 1.685, -2.056], [2.471, 2.731, -3.141], [3.523, 1.065, -4.233], [4.498, 2.501, -3.913], [1.586, 2.088, -3.214], [2.343, 3.688, -3.676], [-0.460, 1.004, -1.502], [-0.706, 2.062, -1.707], [-1.434, 0.533, -1.259], [-0.176, 0.561, -2.470]],
  "forces_ev_per_angstrom": [[1.330, 1.684, -0.643], [0.154, -0.290, -0.824], [-0.410, -0.498, -0.684], [-0.186, -0.641, 0.278], [-0.595, 0.649, -0.133], [1.434, 1.258, 0.186], [-0.126, -0.502, 0.206], [-0.360, 0.491, 0.206], [0.161, 0.042, 0.574], [-0.181, -0.422, 0.093], [0.036, -0.046, 0.118], [-0.358, 0.215, -0.035], [-0.068, -0.118, 0.668], [-0.006, 0.067, 0.252], [0.202, -0.204, 0.195], [-0.099, -0.350, 0.218], [0.500, -0.564, -2.132], [0.557, -0.302, -0.439], [0.787, -0.444, 0.310], [-0.081, -0.194, 0.931], [0.135, 0.187, 0.056], [-1.016, 0.284, 0.165], [0.330, -0.309, -0.600], [-0.168, -0.047, -0.265], [0.049, 0.091, -0.027], [-0.209, 0.197, 0.230], [-0.374, -0.087, 0.052], [0.241, 1.132, 0.730], [-0.363, 1.295, 0.305], [-1.216, -0.501, 0.255], [-0.076, 0.064, -0.175], [-0.227, -0.756, 0.671], [0.618, 0.016, 0.715], [0.197, -0.124, -0.045], [-0.011, 0.193, 0.109], [-0.046, -0.242, -0.378], [0.021, -0.299, -0.089], [-0.165, -2.018, 0.481], [-0.367, 0.697, -0.740], [0.102, -0.197, 0.112], [0.274, 1.048, -0.717], [-0.425, 0.211, -0.374], [1.196, 0.307, 0.073], [0.073, 0.080, -0.240], [-0.334, -0.300, 0.125], [0.000, -1.041, 0.865], [-0.374, 0.267, -0.037], [-0.417, -0.047, -0.309], [-0.194, 0.436, -0.323], [0.117, -0.559, 0.341], [-0.785, 0.255, -0.688], [0.202, -0.257, 0.137], [0.351, 0.180, -0.083], [0.172, 0.013, 0.324]]
}